[1]
Here is a structure of composition C27H27CuN3O3Sb in a non-equilibrium geometry from OMol25. Energies are from ωB97M-V/def2-TZVPD.

Last column: Mulliken charge in e.
Positions of all 62 atoms, in Å:
Cu: -0.2063 0.0484 0.5301  -0.30
C: -0.1174 1.5291 -3.4379  -1.48
C: -0.4788 2.4629 -2.3296  0.83
C: -0.9893 3.7279 -2.6125  -0.88
C: -1.4250 4.5348 -1.5772  -0.61
C: -1.4023 4.0354 -0.2864  -1.32
C: -0.8834 2.7619 -0.1074  0.28
N: -0.3937 2.0186 -1.0762  0.35
Sb: 0.9890 1.4037 3.4500  0.89
C: -0.5043 -0.1854 3.3312  0.07
C: -1.3697 -0.3882 4.3991  -0.69
C: -2.2056 -1.4889 4.3771  -0.61
C: -2.1470 -2.3637 3.3031  -0.80
C: -1.2825 -2.0855 2.2550  0.86
C: -1.1841 -2.9471 1.0401  -1.37
N: -0.4908 -1.0091 2.2882  0.14
C: 2.2426 0.7419 1.8083  0.22
C: 3.6172 0.8763 1.9494  -0.85
C: 4.4412 0.4181 0.9374  -0.37
C: 3.8719 -0.1883 -0.1735  -1.03
C: 2.4895 -0.2879 -0.2525  1.37
C: 1.7669 -0.9233 -1.3920  -1.23
N: 1.7155 0.2045 0.7175  0.51
H: -0.5992 1.8521 -4.3576  0.47
H: -0.4594 0.5271 -3.1905  0.33
H: 0.9570 1.4942 -3.6077  0.27
H: -1.0506 4.0703 -3.6320  0.46
H: -1.8016 5.5275 -1.7692  0.47
H: -1.7653 4.6104 0.5503  0.48
H: -1.3957 0.3121 5.2227  0.52
H: -2.8882 -1.6737 5.1895  0.46
H: -2.7622 -3.2478 3.2786  0.43
H: -1.8596 -3.7950 1.1004  0.41
H: -0.1643 -3.3134 0.9323  0.30
H: -1.4247 -2.3520 0.1584  0.21
H: 4.0196 1.3319 2.8426  0.45
H: 5.5136 0.5169 1.0196  0.41
H: 4.4935 -0.5717 -0.9672  0.48
H: 2.4425 -1.3944 -2.1001  0.48
H: 1.1807 -0.1558 -1.8919  -0.14
H: 1.0663 -1.6656 -1.0080  0.10
C: -6.5756 -1.0391 -1.6142  -0.80
O: -6.6116 -0.2279 -0.4596  -0.44
C: -5.4619 0.2204 0.0583  0.82
C: -5.6105 1.1738 1.1096  -0.95
C: -4.5328 1.7719 1.6612  -1.91
C: -3.1930 1.5251 1.2067  1.30
C: -2.1240 2.1938 1.7708  0.67
C: -2.1562 2.9327 3.0700  -1.14
O: -0.8813 2.1997 1.1716  0.01
C: -3.0322 0.4914 0.1731  0.76
O: -1.9197 0.0823 -0.2726  -0.44
C: -4.2004 -0.1281 -0.3419  -0.62
H: -7.6068 -1.1177 -1.9529  0.26
H: -6.1842 -2.0350 -1.3918  0.32
H: -5.9669 -0.5755 -2.3938  0.34
H: -6.6152 1.4140 1.4153  0.49
H: -4.6971 2.5247 2.4159  0.25
H: -3.1513 3.2958 3.3046  0.62
H: -1.4611 3.7719 3.0499  0.28
H: -1.8482 2.2750 3.8865  0.09
H: -4.0193 -0.8610 -1.1119  0.50

LUMO level (spin up / spin down) (eV): -3.6 / -3.7
Multiplicity: 2
Net charge: +1
<S²>: 0.757
Highest occupied orbital energy (spin up / spin down) (eV): -9.786 / -9.776

---

[2]
Here is a structure of composition C26H48CeClOP in a non-equilibrium geometry from OMol25. Energies are from ωB97M-V/def2-TZVPD.

Last column: Mulliken charge in e.
Positions of all 78 atoms, in Å:
Ce: 3.1642 1.3516 3.0662  -1.52
P: -0.2300 0.2669 -0.3516  0.21
Cl: 2.3140 3.3820 1.7795  -0.25
C: -1.0465 -0.5193 1.1247  -0.07
H: -0.4268 -0.1918 1.9847  -0.91
H: -2.0063 0.0206 1.2366  0.64
C: 1.5960 0.5522 -0.2506  2.84
C: -1.0014 1.9498 -0.3277  -0.16
C: 2.2724 0.5236 -1.6351  -0.76
H: 1.6633 1.5962 0.1194  -0.35
C: 3.7792 0.8155 -1.5706  -0.98
H: 2.1268 -0.4622 -2.1016  -0.18
H: 1.8023 1.2565 -2.3134  0.30
C: 4.5072 -0.0353 -0.5370  -1.09
H: 4.2052 0.6558 -2.5687  0.45
H: 3.9154 1.8792 -1.3340  0.37
C: 3.8159 0.1888 0.8434  0.60
H: 4.4743 -1.1000 -0.7909  0.34
H: 5.5578 0.2622 -0.4647  0.41
C: 2.3619 -0.3003 0.7903  -0.05
H: 4.3871 -0.3222 1.6404  -0.12
H: 3.8536 1.3181 0.9458  0.32
H: 2.3261 -1.3559 0.4977  0.14
H: 1.8251 -0.2704 1.7796  -0.60
C: -0.7804 -0.6779 -1.8351  -0.27
C: -2.4993 1.9167 -0.6798  -0.77
H: -0.9029 2.2258 0.7393  0.88
C: -3.1492 3.2855 -0.4292  -0.95
H: -2.6294 1.6408 -1.7378  0.12
H: -3.0310 1.1556 -0.0922  0.48
C: -2.4194 4.4326 -1.1369  -0.63
H: -4.1950 3.2495 -0.7546  0.38
H: -3.1536 3.4758 0.6523  0.40
C: -0.9014 4.4110 -0.9185  -0.94
H: -2.6286 4.3839 -2.2140  0.32
H: -2.8193 5.3899 -0.7840  0.35
C: -0.2630 3.0296 -1.1395  -0.28
H: -0.4183 5.1357 -1.5849  0.42
H: -0.6788 4.7256 0.1109  0.36
H: -0.2832 2.7766 -2.2115  0.25
H: 0.7932 3.0924 -0.8421  0.03
C: -0.0673 -2.0318 -2.0105  0.11
H: -1.8427 -0.8878 -1.6020  1.03
C: -0.7964 -2.8737 -3.0648  -0.99
H: 0.9700 -1.8699 -2.3367  0.28
H: -0.0173 -2.5851 -1.0651  -0.27
C: -0.9331 -2.1425 -4.4075  -0.76
H: -0.2588 -3.8190 -3.2047  0.41
H: -1.7975 -3.1225 -2.6855  0.39
C: -1.4661 -0.7111 -4.2619  -0.91
H: 0.0482 -2.1115 -4.8998  0.34
H: -1.5980 -2.7121 -5.0665  0.43
C: -0.7488 0.0927 -3.1662  -0.36
H: -1.3737 -0.1762 -5.2144  0.40
H: -2.5365 -0.7508 -4.0162  0.38
H: 0.2963 0.2700 -3.4647  0.21
H: -1.2225 1.0799 -3.0719  0.07
C: 0.2247 -2.7317 1.4919  -0.94
C: -1.2419 -1.9241 1.1423  0.85
H: 0.9301 -2.8605 0.6658  0.06
C: -2.2668 -2.3831 2.1871  -1.78
H: -1.5634 -2.3180 0.1677  -0.01
C: -1.7515 -2.2702 3.6215  -0.18
H: -3.1912 -1.7974 2.0859  0.50
H: -2.5177 -3.4299 1.9774  0.44
C: -0.5448 -3.1685 3.8796  -1.18
H: -1.4929 -1.2281 3.8496  -0.09
H: -2.5574 -2.5504 4.3133  0.34
C: 0.6124 -2.9274 2.8669  -0.25
H: -0.1805 -3.0243 4.9048  0.45
H: -0.8587 -4.2185 3.7968  0.44
H: 1.2050 -2.0602 3.2316  -0.09
H: 1.2992 -3.7919 2.9124  0.34
C: 0.3409 0.3702 4.7811  -0.60
O: 1.5074 0.6512 4.0052  -0.32
H: -0.5612 0.5909 4.1938  0.13
H: 0.3394 1.0000 5.6802  0.31
H: 0.3365 -0.6872 5.0785  0.12

LUMO level (spin up / spin down) (eV): 2.0 / 2.0
Multiplicity: 2
Net charge: -1
<S²>: 0.810
Highest occupied orbital energy (spin up / spin down) (eV): -0.682 / -0.360

---

[3]
Here is a structure of composition C8H8N2O in a non-equilibrium geometry from OMol25. Energies are from ωB97M-V/def2-TZVPD.

Last column: Mulliken charge in e.
Positions of all 19 atoms, in Å:
C: -0.5585 -1.1702 0.5963  -0.05
C: 0.5064 -1.8442 0.8164  -0.60
C: 1.7068 -1.1844 0.8299  -0.20
C: 2.0102 -0.0014 0.1815  -0.88
C: 0.9207 0.6055 -0.3252  0.36
C: 0.8993 1.9716 -0.9075  0.01
C: -1.2210 0.8310 -0.9197  0.01
C: -0.3170 0.0872 -0.1387  0.23
H: -2.2277 -0.2393 1.3907  0.35
H: -2.2731 -2.6080 0.7442  0.29
H: 0.3908 -2.8840 1.1689  0.30
H: 2.3732 -1.6032 1.5566  0.36
H: 2.9721 0.3871 0.2460  0.51
H: -1.0721 2.8436 -1.6398  0.26
H: -1.4906 0.3394 -1.8035  0.24
H: -2.0031 1.0694 -0.1476  0.26
N: -2.0119 -1.3281 0.6522  -0.65
N: -0.4509 2.1226 -1.0858  -0.22
O: 1.8463 2.6053 -1.2150  -0.60

LUMO level (eV): -0.1
Net charge: 0
Highest occupied orbital energy (eV): -8.361
Energy relative to the best compared isomer or geometry (same formula, charge and spin) (kJ/mol): 538.1